Record 1
A structure of composition C5H13N in a non-equilibrium geometry. Source: the OMol25 dataset; level of theory: ωB97M-V with the def2-TZVPD basis set.

Geometry as XYZ:
```
19
C5H13N | the OMol25 dataset | ωB97M-V with the def2-TZVPD basis set
C -1.21 0.21 -2.12
C 0.29 -0.20 -1.94
C 0.71 -0.83 -0.57
C 1.38 -0.09 0.48
N 0.70 1.17 1.10
C -0.64 0.78 1.50
H -1.24 1.30 -2.35
H -1.82 0.05 -1.22
H -1.77 -0.50 -2.74
H 0.47 -0.90 -2.75
H 0.99 0.59 -2.14
H 1.82 -0.78 1.22
H 0.74 -1.84 -0.40
H -0.06 -0.49 3.94
H 2.34 0.36 0.11
H -0.14 -1.24 4.18
H -0.27 1.17 0.18
H -0.85 -0.25 1.79
H -1.44 1.50 1.75
```

## Properties
LUMO energy: -0.96 eV
HOMO level: -6.09 eV
Energy relative to the best compared isomer or geometry (same formula, charge and spin): 209.3 kcal per mole
E: -6877.119 eV



Record 2
A cluster of 10 separate species, C22H54B2F17N6O8P in total in a non-equilibrium geometry. Source: the OMol25 dataset; level of theory: ωB97M-V with the def2-TZVPD basis set.

Geometry as XYZ:
```
110
C22H54B2F17N6O8P | the OMol25 dataset | ωB97M-V with the def2-TZVPD basis set
C -25.00 -23.19 14.59
C -23.66 -23.49 14.12
O -23.45 -24.30 13.27
N -22.38 -22.69 14.72
H -21.99 -22.12 13.98
H -22.72 -22.03 15.40
C -21.44 -23.65 15.45
H -25.24 -22.16 14.35
H -24.97 -23.25 15.67
H -25.64 -23.92 14.09
H -20.49 -23.19 15.73
H -21.08 -24.38 14.72
H -21.80 -23.97 16.42
C -15.46 -5.46 2.10
C -15.09 -6.90 2.28
O -14.39 -7.52 1.41
N -15.76 -7.63 3.49
H -16.20 -6.87 3.99
H -16.45 -8.18 3.00
C -14.86 -8.67 4.27
H -14.71 -4.98 1.48
H -15.43 -4.90 3.04
H -16.41 -5.41 1.58
H -14.94 -9.62 3.73
H -15.42 -8.81 5.19
H -13.90 -8.22 4.52
C -15.21 -21.17 13.28
C -16.04 -19.95 13.43
O -16.78 -19.75 14.37
N -16.00 -18.81 12.39
H -15.42 -19.00 11.59
H -16.93 -18.84 11.98
C -15.93 -17.36 12.90
H -14.17 -21.06 13.59
H -15.25 -21.57 12.27
H -15.57 -21.98 13.92
H -14.96 -17.36 13.40
H -16.76 -17.07 13.55
H -16.20 -16.68 12.09
C -20.08 -24.93 6.75
C -21.25 -24.19 6.13
O -22.33 -24.67 5.84
N -21.10 -22.68 6.29
H -21.30 -22.33 7.22
H -20.17 -22.38 6.03
C -22.09 -22.05 5.24
H -19.78 -24.67 7.77
H -19.27 -24.85 6.03
H -20.30 -25.99 6.82
H -23.11 -22.05 5.62
H -22.14 -22.73 4.39
H -21.82 -21.02 4.98
C -25.63 -10.38 2.78
C -24.60 -11.46 3.01
O -24.14 -11.79 4.12
N -24.16 -12.29 1.85
H -24.84 -12.35 1.11
H -23.27 -12.07 1.43
C -23.91 -13.77 2.26
H -25.40 -9.85 1.86
H -25.63 -9.58 3.51
H -26.64 -10.77 2.62
H -22.86 -13.81 2.56
H -23.95 -14.35 1.34
H -24.62 -14.09 3.02
C -29.55 -17.49 19.65
C -28.68 -17.28 18.49
O -28.95 -17.82 17.41
N -27.50 -16.27 18.55
H -27.51 -15.75 19.41
H -26.68 -16.86 18.54
C -27.45 -15.30 17.36
H -29.54 -18.45 20.17
H -30.52 -17.46 19.15
H -29.48 -16.65 20.34
H -28.33 -14.67 17.51
H -27.52 -15.69 16.35
H -26.53 -14.71 17.42
C -21.48 -17.19 10.08
O -20.49 -16.24 9.74
O -20.87 -18.42 10.32
C -22.38 -16.39 11.22
F -22.74 -15.20 10.73
F -23.44 -17.02 11.65
F -21.66 -16.08 12.37
C -20.63 -15.54 8.47
C -19.35 -14.51 8.53
H -18.53 -15.22 8.41
H -19.18 -13.76 7.76
H -19.29 -13.92 9.45
H -21.52 -14.91 8.38
H -20.65 -16.15 7.57
H -22.21 -17.29 9.28
P -14.25 -10.16 12.36
F -14.23 -9.20 13.63
F -13.84 -11.41 13.28
F -15.88 -10.52 12.56
F -14.09 -11.02 11.03
F -14.68 -9.05 11.25
F -12.66 -9.91 12.11
B -15.01 -20.20 7.07
F -16.01 -19.30 7.43
F -14.08 -20.33 8.05
F -15.61 -21.35 7.04
F -14.44 -19.98 5.89
B -22.98 -19.91 19.07
F -23.12 -18.84 19.94
F -23.21 -19.44 17.77
F -21.73 -20.47 19.21
F -23.89 -20.86 19.27
```

## Properties
Charge: +2
LUMO energy: -5.60 eV
HOMO level: -8.61 eV
E: -105837.467 eV



Record 3
A structure of composition C9H20Br6GaNO5P in a non-equilibrium geometry. Source: the OMol25 dataset; level of theory: ωB97M-V with the def2-TZVPD basis set.

Geometry as XYZ:
```
43
C9H20Br6GaNO5P | the OMol25 dataset | ωB97M-V with the def2-TZVPD basis set
C 0.64 -1.37 -4.31
C 1.27 -1.40 -3.14
Ga 0.51 -0.52 -1.47
C -0.52 -1.88 -0.29
O -1.95 -1.60 -0.38
N -2.68 -2.08 0.71
O -2.41 -3.19 0.99
P 2.34 0.28 -0.16
O 3.57 0.49 -0.96
O 2.72 -0.75 1.07
O 1.86 1.71 0.52
H -0.42 -1.09 -4.37
H 1.10 -1.67 -5.26
H 2.23 -1.94 -3.12
H -0.41 0.73 -1.85
H -0.30 -2.89 -0.66
H -0.15 -1.81 0.74
H 3.68 -0.80 1.10
H 0.99 1.91 0.15
Br 6.68 -0.90 1.72
C 6.12 -2.65 2.36
C 6.67 -3.75 1.49
Br 5.68 -3.90 -0.18
H 5.04 -2.64 2.40
H 6.52 -2.73 3.37
H 6.55 -4.72 1.98
H 7.71 -3.61 1.23
Br -4.08 5.24 0.83
C -2.64 4.28 1.74
C -1.41 4.19 0.89
Br -1.59 2.83 -0.49
H -3.04 3.31 2.02
H -2.45 4.86 2.64
H -0.56 3.87 1.49
H -1.16 5.12 0.39
Br -4.37 -0.54 0.20
C -5.54 0.59 -0.89
C -5.96 1.84 -0.17
Br -7.36 1.46 1.15
H -6.38 -0.03 -1.20
H -4.94 0.85 -1.77
H -6.41 2.56 -0.85
H -5.15 2.31 0.37
```

## Properties
Charge: -1
LUMO energy: 2.22 eV
HOMO level: -5.36 eV
E: -503304.205 eV



Record 4
The ion C17H17N2 with charge +1 in a non-equilibrium geometry. Source: the OMol25 dataset; level of theory: ωB97M-V with the def2-TZVPD basis set.

Geometry as XYZ:
```
36
C17H17N2 | the OMol25 dataset | ωB97M-V with the def2-TZVPD basis set
C -1.81 -1.88 -0.22
N -1.28 -0.49 -0.29
C -0.20 -0.22 -1.16
C 0.07 -0.84 -2.42
C 1.34 -1.17 -2.93
C 1.44 -1.99 -4.03
C 0.26 -2.37 -4.71
C -0.93 -1.87 -4.38
C -1.00 -1.09 -3.26
C 0.66 0.56 -0.47
C 0.12 0.76 0.81
C 0.73 1.35 1.96
C 1.88 0.84 2.48
C 2.28 1.19 3.70
C 1.88 2.40 4.32
C 0.82 3.10 3.67
C 0.19 2.50 2.57
N -1.09 0.22 0.92
C -2.24 0.61 1.82
H -2.21 -2.20 -1.14
H -2.60 -1.83 0.45
H -1.15 -2.58 0.09
H 2.23 -0.66 -2.51
H 2.41 -2.35 -4.46
H 0.33 -2.90 -5.68
H -1.81 -2.01 -5.06
H -1.98 -0.74 -2.88
H 1.57 0.93 -0.88
H 2.21 -0.13 2.03
H 3.00 0.65 4.26
H 2.46 2.91 5.11
H 0.57 4.11 3.97
H -0.56 3.07 2.04
H -1.88 1.45 2.41
H -3.17 0.79 1.24
H -2.54 -0.14 2.60
```

## Properties
Charge: +1
LUMO energy: -3.75 eV
HOMO level: -12.35 eV
SMILES: Cn1c(-c2ccccc2)cc(-c2ccccc2)[n+]1C
Energy relative to the best compared isomer or geometry (same formula, charge and spin): 17.8 kcal per mole
E: -20876.606 eV



Record 5
The molecule C5H7NO. Source: the OMol25 dataset; level of theory: ωB97M-V with the def2-TZVPD basis set.

Geometry as XYZ:
```
14
C5H7NO | the OMol25 dataset | ωB97M-V with the def2-TZVPD basis set
C -2.07 0.16 0.33
C -0.67 0.33 -0.17
N 0.23 -0.89 0.10
C 0.50 0.43 0.73
C 1.64 0.70 -0.25
C 1.01 -0.42 -1.09
O 1.18 -0.95 -2.14
H -2.56 1.14 0.36
H -2.17 -0.29 1.34
H -2.65 -0.46 -0.36
H -0.05 -1.76 0.52
H 0.54 0.48 1.81
H 2.64 0.41 0.08
H 1.63 1.69 -0.70
```

## Properties
LUMO energy: 0.87 eV
HOMO level: -7.68 eV
Energy relative to the best compared isomer or geometry (same formula, charge and spin): 102.1 kcal per mole
E: -8831.776 eV



Record 6
A structure of composition C3H4N2O3 in a non-equilibrium geometry. Source: the OMol25 dataset; level of theory: ωB97M-V with the def2-TZVPD basis set.

Geometry as XYZ:
```
12
C3H4N2O3 | the OMol25 dataset | ωB97M-V with the def2-TZVPD basis set
C -1.87 0.08 0.30
C 1.29 -0.46 -0.16
C 1.24 1.06 -0.31
H -1.41 0.79 1.35
H -2.17 -1.06 0.74
H -2.86 0.51 -0.13
H 2.16 -1.98 0.04
N -0.77 -0.02 -0.72
N 0.08 -0.95 -0.35
O 2.46 -1.12 -0.15
O 1.93 1.95 0.17
O -0.08 1.21 -0.78
```

## Properties
LUMO energy: 0.14 eV
HOMO level: -9.42 eV
Energy relative to the best compared isomer or geometry (same formula, charge and spin): 107.6 kcal per mole
E: -12294.328 eV



Repeat the fourth record exactly.
The ion C17H17N2 with charge +1 in a non-equilibrium geometry. Source: the OMol25 dataset; level of theory: ωB97M-V with the def2-TZVPD basis set.

Geometry as XYZ:
```
36
C17H17N2 | the OMol25 dataset | ωB97M-V with the def2-TZVPD basis set
C -1.81 -1.88 -0.22
N -1.28 -0.49 -0.29
C -0.20 -0.22 -1.16
C 0.07 -0.84 -2.42
C 1.34 -1.17 -2.93
C 1.44 -1.99 -4.03
C 0.26 -2.37 -4.71
C -0.93 -1.87 -4.38
C -1.00 -1.09 -3.26
C 0.66 0.56 -0.47
C 0.12 0.76 0.81
C 0.73 1.35 1.96
C 1.88 0.84 2.48
C 2.28 1.19 3.70
C 1.88 2.40 4.32
C 0.82 3.10 3.67
C 0.19 2.50 2.57
N -1.09 0.22 0.92
C -2.24 0.61 1.82
H -2.21 -2.20 -1.14
H -2.60 -1.83 0.45
H -1.15 -2.58 0.09
H 2.23 -0.66 -2.51
H 2.41 -2.35 -4.46
H 0.33 -2.90 -5.68
H -1.81 -2.01 -5.06
H -1.98 -0.74 -2.88
H 1.57 0.93 -0.88
H 2.21 -0.13 2.03
H 3.00 0.65 4.26
H 2.46 2.91 5.11
H 0.57 4.11 3.97
H -0.56 3.07 2.04
H -1.88 1.45 2.41
H -3.17 0.79 1.24
H -2.54 -0.14 2.60
```

## Properties
Charge: +1
LUMO energy: -3.75 eV
HOMO level: -12.35 eV
SMILES: Cn1c(-c2ccccc2)cc(-c2ccccc2)[n+]1C
Energy relative to the best compared isomer or geometry (same formula, charge and spin): 17.8 kcal per mole
E: -20876.606 eV



Which of these has the lowest HOMO level? C17H17N2